{"formula": "C44H121N11O11", "method": "ωB97M-V/def2-TZVPD", "max_force_ha_per_bohr": 0.0633, "s2": 0.76, "energy_ev": -86487.487, "de_lowest_kcal_mol": 8.2, "total_charge": 1, "lumo_ev": [-1.927, -7.148], "homo_ev": [-10.5, -10.5], "homo_lumo_gap_ev": [8.567, 3.346], "spin_multiplicity": 2, "elements": ["C", "C", "C", "O", "C", "N", "H", "H", "H", "H", "H", "H", "H", "H", "H", "H", "H", "C", "C", "C", "O", "C", "N", "H", "H", "H", "H", "H", "H", "H", "H", "H", "H", "H", "C", "C", "C", "O", "C", "N", "H", "H", "H", "H", "H", "H", "H", "H", "H", "H", "H", "C", "C", "C", "O", "C", "N", "H", "H", "H", "H", "H", "H", "H", "H", "H", "H", "H", "C", "C", "C", "O", "C", "N", "H", "H", "H", "H", "H", "H", "H", "H", "H", "H", "H", "C", "C", "C", "O", "C", "N", "H", "H", "H", "H", "H", "H", "H", "H", "H", "H", "H", "C", "C", "C", "O", "C", "N", "H", "H", "H", "H", "H", "H", "H", "H", "H", "H", "H", "C", "C", "C", "O", "C", "N", "H", "H", "H", "H", "H", "H", "H", "H", "H", "H", "H", "C", "C", "C", "O", "C", "N", "H", "H", "H", "H", "H", "H", "H", "H", "H", "H", "H", "C", "C", "C", "O", "C", "N", "H", "H", "H", "H", "H", "H", "H", "H", "H", "H", "H", "C", "C", "C", "O", "C", "N", "H", "H", "H", "H", "H", "H", "H", "H", "H", "H", "H"], "coordinates": [[-6.1970, -1.7666, -6.5930], [-4.8825, -1.0941, -7.0735], [-3.6767, -1.7605, -6.3913], [-3.8368, -1.5528, -4.9922], [-2.7029, -2.0680, -4.2638], [-4.8674, -1.0791, -8.5029], [-7.0430, -1.2380, -7.0323], [-6.3686, -1.8049, -5.5173], [-6.2917, -2.8149, -6.8759], [-4.8935, -0.0709, -6.6980], [-2.7244, -1.3956, -6.7761], [-3.7926, -2.8317, -6.5563], [-2.7895, -2.0078, -3.1790], [-1.8089, -1.5476, -4.6074], [-2.5753, -3.1407, -4.4093], [-4.7010, -2.0078, -8.8632], [-4.2146, -0.5243, -9.0378], [0.7097, -1.5098, -8.4897], [0.5971, -0.1947, -7.7724], [1.3950, -0.0585, -6.3996], [0.8320, -1.0754, -5.5713], [1.4053, -1.1403, -4.3126], [0.9794, 0.8150, -8.7272], [0.5574, -1.4464, -9.5672], [0.0511, -2.2737, -8.0764], [1.7348, -1.8548, -8.3539], [-0.4547, -0.0969, -7.5036], [1.2591, 0.9059, -5.9101], [2.4566, -0.3008, -6.4491], [0.8532, -1.8362, -3.6810], [1.3869, -0.1356, -3.8901], [2.4404, -1.4818, -4.3001], [0.7765, 1.6961, -8.2771], [1.9833, 0.7232, -8.6653], [-1.5786, -4.7965, 1.6309], [-1.5620, -4.4935, 3.1601], [-2.5585, -3.2877, 3.4666], [-2.6334, -3.0260, 4.8902], [-1.5676, -2.2340, 5.4533], [-2.1235, -5.7171, 3.8009], [-1.1618, -3.9832, 1.0368], [-2.5449, -5.0941, 1.2237], [-0.8679, -5.5923, 1.4083], [-0.5141, -4.3702, 3.4337], [-3.5796, -3.4320, 3.1136], [-2.1213, -2.4245, 2.9648], [-1.4868, -1.2557, 4.9796], [-0.5927, -2.6997, 5.3092], [-1.6334, -2.0696, 6.5288], [-3.0364, -5.8701, 3.3968], [-2.3503, -5.4846, 4.7573], [3.0033, -2.5275, 4.0466], [2.0216, -1.5959, 3.3076], [1.8625, -0.1887, 3.9399], [1.5182, -0.3348, 5.3423], [1.1969, 0.9020, 5.9905], [2.4002, -1.6118, 1.8993], [4.0118, -2.2284, 3.7612], [2.7730, -3.5609, 3.7874], [2.9049, -2.5342, 5.1321], [0.9821, -1.9196, 3.3592], [1.0901, 0.3354, 3.3769], [2.8089, 0.3496, 3.8874], [1.9856, 1.6543, 5.9921], [0.9195, 0.7352, 7.0313], [0.3368, 1.3197, 5.4672], [2.3608, -2.4913, 1.4043], [3.3510, -1.2747, 1.9479], [-1.3385, 1.9682, -5.2966], [-2.3624, 3.1070, -5.1840], [-2.5749, 3.4808, -3.6953], [-3.0707, 2.3394, -3.0437], [-2.9246, 2.3197, -1.6000], [-1.8158, 4.2842, -5.8820], [-0.3264, 2.2213, -4.9808], [-1.2554, 1.5996, -6.3190], [-1.6722, 1.1135, -4.7080], [-3.2918, 2.6909, -5.5728], [-3.2928, 4.2889, -3.5555], [-1.6347, 3.8035, -3.2481], [-3.3019, 1.3624, -1.2401], [-3.6029, 2.9995, -1.0844], [-1.9203, 2.4488, -1.1964], [-2.0379, 4.3129, -6.8669], [-2.2810, 5.1312, -5.5881], [-4.3495, 0.9800, 3.5473], [-5.2417, 2.0087, 4.2431], [-5.1398, 3.3616, 3.5419], [-3.8918, 3.9103, 3.8475], [-3.7090, 5.0380, 2.9749], [-6.6016, 1.4804, 4.1910], [-3.2945, 1.0769, 3.8037], [-4.4253, 1.0321, 2.4612], [-4.6789, 0.0030, 3.9011], [-5.1080, 2.2049, 5.3069], [-5.9954, 3.9873, 3.7958], [-5.3391, 3.2952, 2.4723], [-3.7471, 4.8207, 1.9075], [-2.7891, 5.5415, 3.2723], [-4.4309, 5.8539, 3.0103], [-6.6755, 0.5933, 4.6682], [-7.3617, 2.1244, 4.3568], [-0.0897, -1.1406, -0.7001], [0.1052, 0.2718, -0.2517], [-0.8462, 0.7757, 0.8426], [-0.5177, 2.1430, 1.0905], [-1.1878, 2.7284, 2.2242], [1.5128, 0.3899, 0.0989], [0.5016, -1.4102, -1.5752], [-1.1027, -1.4011, -1.0068], [0.1620, -1.8326, 0.1036], [-0.1085, 0.9192, -1.1022], [-0.7716, 0.1325, 1.7195], [-1.8900, 0.8382, 0.5348], [-2.2035, 3.0971, 2.0817], [-0.5748, 3.5920, 2.4822], [-1.2160, 2.0982, 3.1132], [1.7968, -0.1849, 0.8793], [1.5278, 1.2870, 0.5625], [4.9664, -1.3796, -0.3591], [5.5963, -1.7691, 0.9761], [7.1512, -1.6520, 0.7989], [7.8140, -2.0825, 1.9650], [9.2175, -2.2278, 1.8170], [5.0992, -0.8190, 1.9113], [5.2277, -2.0681, -1.1627], [5.1910, -0.3565, -0.6609], [3.8815, -1.4596, -0.2911], [5.2780, -2.7669, 1.2780], [7.4244, -0.6153, 0.6021], [7.5044, -2.2715, -0.0254], [9.5276, -2.9604, 1.0720], [9.8401, -2.4799, 2.6755], [9.6483, -1.3093, 1.4183], [5.3339, 0.1154, 1.6080], [5.6818, -0.9261, 2.7293], [4.0091, -4.9029, -1.7748], [2.4800, -5.0546, -1.6932], [1.8760, -4.1278, -0.4942], [2.6047, -4.2866, 0.7053], [2.5074, -5.5273, 1.4112], [1.7863, -4.6903, -2.9212], [4.4153, -3.8992, -1.8996], [4.4850, -5.4204, -2.6078], [4.4630, -5.1181, -0.8075], [2.1993, -6.0842, -1.4716], [0.7959, -4.2196, -0.3798], [2.1007, -3.1137, -0.8247], [3.2212, -5.5778, 2.2334], [2.6681, -6.3933, 0.7691], [1.4844, -5.6117, 1.7780], [0.8001, -4.8308, -2.7549], [2.1963, -5.2375, -3.6646], [-2.2712, 2.2493, 7.3103], [-2.3306, 3.7343, 7.1119], [-1.3114, 4.3596, 6.1146], [0.0071, 4.4964, 6.5015], [0.8776, 4.9524, 5.5139], [-3.6431, 4.0552, 6.7101], [-2.6062, 1.7978, 6.3765], [-2.9000, 1.8927, 8.1261], [-1.3111, 1.8243, 7.6031], [-2.1698, 4.2299, 8.0693], [-1.6836, 5.3372, 5.8084], [-1.5494, 3.7565, 5.2384], [0.8014, 4.5198, 4.5163], [1.8896, 4.8564, 5.9071], [0.6900, 6.0033, 5.2937], [-3.8586, 3.8227, 5.7511], [-3.7406, 5.0588, 6.7674], [1.5795, 2.8248, -3.1972], [2.7594, 2.7823, -2.2543], [2.4057, 3.5488, -0.9432], [3.5142, 3.6224, -0.0768], [3.2402, 4.3371, 1.1380], [3.1342, 1.3890, -1.9600], [1.9308, 2.3275, -4.1014], [1.3102, 3.7976, -3.6087], [0.6830, 2.2667, -2.9272], [3.5618, 3.2656, -2.8117], [1.5075, 3.1167, -0.5020], [2.2167, 4.5695, -1.2757], [4.0865, 4.4449, 1.8164], [2.4246, 3.8576, 1.6792], [2.8973, 5.3611, 0.9900], [2.4780, 1.0322, -1.2802], [4.0788, 1.3177, -1.6096]], "forces_ev_per_a": [[-0.188, 0.147, -0.086], [-0.176, 0.071, 1.370], [-1.269, -0.245, 0.326], [1.127, -0.174, 0.878], [-0.382, -0.001, -0.594], [-0.046, -0.758, -1.263], [0.034, -0.012, -0.079], [0.475, 0.458, 0.084], [0.310, -0.089, -0.485], [-0.077, 0.209, -0.109], [0.203, 0.113, 0.047], [0.477, -0.365, -0.344], [-0.532, 0.728, -0.074], [0.265, -0.036, 0.123], [0.005, -0.218, -0.540], [-0.341, -0.363, -0.008], [0.220, 0.589, 0.760], [0.859, -1.189, 0.558], [-0.465, 0.079, 0.941], [-1.268, -1.940, -0.658], [-0.419, -0.159, -0.441], [0.065, 0.156, 0.490], [0.254, 0.559, 0.627], [-0.260, 0.370, 0.183], [0.077, -0.002, 0.035], [0.167, -0.387, -0.113], [-0.089, 0.406, 0.101], [-0.106, 0.350, -0.229], [0.379, 0.309, -0.625], [-0.141, 0.072, -0.158], [0.006, 0.251, 0.563], [0.311, -0.097, -0.295], [0.046, 0.619, -0.220], [0.587, 0.515, -0.799], [0.948, 0.254, 0.312], [-2.900, -0.874, -1.196], [2.612, 0.113, 1.115], [0.113, 0.307, 0.050], [0.333, -0.393, -0.911], [0.725, 0.515, 0.059], [-0.340, 0.492, 0.038], [-0.105, 0.150, 0.218], [-0.183, -0.396, 0.259], [-0.226, 0.441, 0.478], [0.174, -0.410, 0.008], [-0.188, 0.504, -0.130], [-0.274, 0.219, -0.187], [0.118, -0.280, -0.153], [-0.772, -0.332, -0.098], [-0.160, -0.187, -0.335], [0.207, 0.011, 0.422], [-0.889, 0.140, 0.583], [-0.869, -0.932, 0.719], [0.859, -0.606, 0.714], [0.258, 0.172, -0.731], [-0.425, -0.254, -0.662], [-0.642, 2.087, 0.414], [0.023, -0.324, 0.121], [0.335, -0.015, -0.468], [0.020, 0.464, 0.060], [-0.050, -0.799, 0.262], [-0.202, 0.325, 0.060], [0.139, 0.365, -0.154], [0.388, -0.155, -0.241], [0.059, -0.403, -0.168], [-0.215, 0.338, 0.106], [-0.091, -0.464, 0.610], [0.568, -0.056, -0.708], [-0.305, -0.413, 0.029], [1.116, -0.016, 0.561], [-0.115, -0.331, -0.367], [0.373, -0.597, 1.743], [-0.990, -0.366, -0.660], [-0.437, 0.319, 0.033], [-0.139, 0.390, 0.103], [-0.095, 0.180, -0.162], [-0.046, -0.045, 0.088], [-0.312, 0.365, -0.100], [-0.109, 0.344, -0.299], [0.363, 0.054, -0.022], [0.206, -0.332, -0.440], [0.060, 0.689, -0.273], [0.296, 0.249, -0.477], [0.162, -0.659, -0.327], [-0.106, 0.186, 0.556], [0.307, -0.071, 0.978], [-1.046, 0.309, -0.337], [-1.487, -1.106, 0.116], [-0.312, 1.532, -1.805], [0.693, 0.819, 0.478], [-0.221, -0.092, -1.346], [0.052, 0.113, 0.123], [-0.321, 0.034, 0.042], [0.202, -0.207, -0.242], [1.327, -0.180, 0.054], [0.091, 0.542, 0.908], [0.650, -0.553, -0.500], [0.496, -0.749, -0.057], [0.292, -0.377, -0.260], [-0.771, -0.284, 0.885], [-0.290, 0.304, 0.103], [0.195, -0.154, 0.374], [-0.935, -1.280, -0.116], [-0.508, -0.226, -0.681], [-0.165, 0.536, -0.188], [0.100, -0.129, 0.869], [0.781, 0.362, 0.082], [-0.407, 2.742, -0.229], [0.338, 0.303, 0.177], [-0.279, 0.348, 0.155], [0.133, -0.006, 0.079], [0.235, 0.253, -0.234], [0.113, 0.102, 0.414], [-0.112, -0.880, -0.354], [-0.075, -0.338, -0.655], [-0.062, 0.089, 0.028], [0.188, -0.426, -0.137], [0.433, -1.925, 0.390], [0.412, 0.830, 0.136], [-0.606, -1.025, -0.404], [1.387, 0.624, -1.981], [-0.324, -0.979, 0.416], [0.274, -0.521, 1.079], [0.756, 0.592, -1.220], [0.595, 0.732, 1.620], [0.312, 0.177, -0.044], [0.352, 0.052, 0.114], [-0.132, 0.134, 0.142], [0.217, -0.121, -0.064], [-0.107, 0.342, -0.222], [-0.166, -0.045, -0.384], [-0.586, -0.462, -0.259], [-1.070, 0.064, 0.675], [-0.015, 0.448, 0.083], [-0.058, 0.319, -0.329], [-0.105, -0.005, 0.709], [0.024, 0.550, 0.331], [-0.604, 0.995, 1.404], [1.886, -1.040, -1.668], [0.406, -0.057, 0.394], [-0.884, 0.000, -0.585], [0.750, 0.902, 0.586], [-0.882, 0.584, -0.300], [-0.220, -0.633, 0.247], [-0.021, -0.843, -0.111], [0.470, -0.298, 0.381], [-0.144, -0.373, 0.110], [-0.147, 0.153, 0.051], [-0.044, 0.422, -0.148], [0.220, 0.054, -0.195], [-0.047, -0.149, 0.375], [-0.079, -0.362, -0.722], [-0.694, -0.089, -0.317], [0.561, -0.903, 0.083], [1.753, 0.783, 1.233], [-1.744, -0.169, -0.406], [0.394, -1.378, 0.384], [0.262, 0.956, -0.090], [-1.565, 0.919, -0.026], [0.019, -0.407, -0.044], [-0.503, 0.398, -0.204], [0.415, 0.336, -0.434], [0.094, -0.010, 0.262], [-0.294, 0.485, 0.262], [1.011, -0.468, -0.785], [-0.173, -0.937, 0.069], [-0.044, -0.052, -0.157], [0.011, 0.483, 0.254], [0.336, -0.149, 0.008], [-0.373, 0.188, 0.035], [-0.245, -0.741, -1.438], [0.087, -0.154, -0.398], [0.950, 0.592, -0.190], [0.288, -0.280, 0.622], [-0.789, 0.154, 0.124], [0.288, 2.994, 0.038], [-0.026, -0.259, -0.131], [0.035, 0.304, 0.734], [0.021, 0.166, 0.517], [0.369, 0.047, 0.581], [-0.096, -0.050, 0.235], [-0.533, 0.088, -0.211], [0.341, -0.618, -0.540], [-0.024, -0.309, 0.125], [-0.009, 0.162, -0.638], [-1.481, -2.255, 0.929], [0.523, -0.290, -0.227]]}